DFT (the ωB97M-V functional and the def2-TZVPD basis) results for a structure of composition C67H152As2F12N4OP2 at a distorted geometry.

Structure (ORCA input):
```
! RIJCOSX wB97M-V def2-TZVPD def2/J DEFGRID3
* xyz 4 1
C -8.100 4.113 4.636
C -8.416 5.588 5.085
C -7.440 6.549 4.341
C -7.512 8.009 4.602
P -5.910 8.901 4.446
C -4.990 8.278 3.006
C -3.572 8.795 2.809
C -3.310 10.202 2.228
C -1.952 10.301 1.679
C -5.000 8.415 5.984
C -5.615 8.751 7.415
C -4.975 8.019 8.626
C -3.478 8.309 8.782
C -6.309 10.652 4.396
C -7.064 11.092 3.182
C -7.124 12.566 2.790
C -5.788 13.150 2.298
H -7.236 3.814 5.228
H -7.797 4.159 3.590
H -8.979 3.475 4.721
H -8.335 5.580 6.171
H -9.439 5.848 4.814
H -7.520 6.373 3.268
H -6.443 6.198 4.609
H -7.868 8.277 5.597
H -8.259 8.401 3.911
H -5.539 8.619 2.128
H -5.041 7.189 3.027
H -3.055 7.969 2.321
H -2.998 8.626 3.720
H -3.401 10.875 3.081
H -4.013 10.509 1.454
H -1.255 10.213 2.512
H -1.730 11.200 1.105
H -1.675 9.558 0.931
H -4.033 8.910 6.075
H -4.703 7.369 6.052
H -6.643 8.390 7.441
H -5.776 9.821 7.542
H -5.293 6.976 8.595
H -5.473 8.295 9.556
H -3.164 8.184 9.818
H -3.379 9.367 8.537
H -2.922 7.804 7.992
H -5.359 11.186 4.392
H -6.784 10.912 5.341
H -8.102 10.770 3.265
H -6.861 10.560 2.252
H -7.441 13.229 3.595
H -7.803 12.824 1.977
H -5.757 13.946 1.554
H -5.282 12.432 1.653
H -5.115 13.492 3.084
C 4.230 -5.528 -2.612
C 5.687 -6.189 -2.852
C 5.996 -6.646 -4.301
C 5.399 -8.042 -4.430
P 5.629 -8.819 -6.127
C 7.361 -9.132 -6.220
C 7.963 -9.734 -7.484
C 9.312 -10.574 -7.023
C 10.318 -10.620 -8.206
C 4.750 -10.416 -6.193
C 4.849 -11.349 -4.948
C 4.329 -12.751 -5.304
C 5.262 -13.699 -6.155
C 5.214 -7.608 -7.435
C 3.648 -7.458 -7.849
C 3.494 -6.266 -8.773
C 4.028 -6.497 -10.164
H 3.470 -6.248 -2.913
H 4.070 -4.702 -3.305
H 4.083 -5.032 -1.652
H 5.731 -7.070 -2.211
H 6.494 -5.523 -2.546
H 7.052 -6.558 -4.557
H 5.620 -5.835 -4.925
H 4.335 -8.020 -4.193
H 5.899 -8.663 -3.686
H 7.489 -9.854 -5.414
H 7.936 -8.231 -6.004
H 8.058 -9.163 -8.407
H 7.224 -10.456 -7.830
H 9.124 -11.598 -6.701
H 9.768 -10.153 -6.127
H 9.902 -10.758 -9.204
H 10.915 -11.514 -8.027
H 10.910 -9.709 -8.120
H 5.049 -10.891 -7.128
H 3.709 -10.216 -6.451
H 4.244 -11.034 -4.098
H 5.864 -11.413 -4.555
H 3.427 -12.658 -5.907
H 4.056 -13.174 -4.337
H 5.360 -13.251 -7.144
H 4.801 -14.681 -6.263
H 6.283 -13.727 -5.777
H 5.719 -7.929 -8.346
H 5.617 -6.623 -7.201
H 3.128 -7.420 -6.892
H 3.225 -8.363 -8.285
H 3.935 -5.473 -8.169
H 2.473 -5.884 -8.807
H 4.014 -5.619 -10.809
H 3.404 -7.323 -10.505
H 5.039 -6.889 -10.278
C 7.853 4.853 5.754
C 7.330 6.044 6.525
N 6.045 5.773 7.289
C 5.773 7.002 8.198
C 4.882 5.618 6.353
C 3.457 5.942 6.921
C 6.116 4.510 8.224
C 7.115 4.438 9.336
O 7.274 5.579 10.122
C 8.538 5.530 10.834
H 8.754 5.128 5.206
H 7.046 4.421 5.161
H 8.365 4.233 6.490
H 7.185 6.912 5.881
H 8.046 6.529 7.188
H 4.924 6.695 8.809
H 5.443 7.842 7.587
H 6.672 7.211 8.778
H 4.983 4.575 6.052
H 4.890 6.156 5.405
H 2.710 5.569 6.221
H 3.303 6.999 7.139
H 3.210 5.408 7.839
H 6.379 3.730 7.510
H 5.134 4.239 8.610
H 8.088 4.167 8.926
H 6.785 3.564 9.897
H 8.730 4.654 11.453
H 8.607 6.462 11.396
H 9.289 5.491 10.045
C 0.792 -14.444 6.926
C -0.426 -13.725 6.508
C -0.155 -12.870 5.209
C -1.259 -11.786 5.014
N -0.815 -10.780 4.004
C -2.016 -9.866 3.587
C -1.417 -8.510 3.418
C -0.279 -8.447 4.454
C 0.239 -9.810 4.622
C -0.278 -11.381 2.651
H 1.657 -13.793 7.056
H 1.033 -15.207 6.186
H 0.575 -14.921 7.882
H -0.789 -13.166 7.370
H -1.152 -14.471 6.184
H -0.066 -13.665 4.468
H 0.770 -12.306 5.089
H -1.625 -11.207 5.861
H -2.116 -12.283 4.560
H -2.560 -10.065 2.663
H -2.664 -9.870 4.463
H -1.103 -8.382 2.382
H -2.146 -7.705 3.508
H 0.477 -7.777 4.047
H -0.610 -7.982 5.383
H 1.170 -9.815 4.056
H 0.451 -9.885 5.689
H -1.055 -12.070 2.320
H 0.555 -12.084 2.666
H -0.078 -10.585 1.934
C 1.690 6.197 -4.795
C 0.244 6.419 -5.193
C 0.078 6.973 -6.648
C 0.503 8.453 -6.765
N 0.551 9.043 -8.225
C 1.348 8.123 -9.164
C 2.308 9.143 -9.956
C 1.998 10.535 -9.542
C 1.304 10.372 -8.201
C -0.936 9.282 -8.730
H 2.245 6.461 -5.695
H 1.802 5.148 -4.519
H 2.132 6.794 -3.996
H -0.093 7.251 -4.573
H -0.477 5.605 -5.121
H -0.993 6.824 -6.784
H 0.604 6.275 -7.300
H 1.507 8.675 -6.403
H -0.204 9.136 -6.294
H 0.713 7.521 -9.814
H 1.909 7.360 -8.624
H 2.040 8.858 -10.973
H 3.366 8.966 -9.759
H 1.262 10.971 -10.219
H 2.890 11.161 -9.540
H 0.683 11.216 -7.902
H 1.999 10.317 -7.364
H -1.420 9.892 -7.968
H -1.393 8.293 -8.771
H -0.958 9.689 -9.741
C -9.745 -4.783 -2.006
C -10.199 -3.294 -1.823
C -9.650 -2.457 -3.001
C -8.065 -2.199 -2.918
N -7.580 -1.203 -4.027
C -7.914 -1.581 -5.488
C -6.774 -1.135 -6.344
C -5.565 -1.362 -5.555
C -5.998 -1.170 -3.994
C -7.985 0.284 -3.576
H -10.410 -5.468 -1.482
H -8.684 -4.896 -1.779
H -9.840 -5.195 -3.010
H -9.800 -2.864 -0.905
H -11.287 -3.251 -1.780
H -10.144 -1.486 -2.976
H -9.971 -2.804 -3.983
H -7.580 -3.170 -3.009
H -7.762 -1.808 -1.946
H -8.861 -1.145 -5.809
H -7.835 -2.668 -5.515
H -6.802 -0.056 -6.495
H -6.826 -1.611 -7.324
H -4.890 -0.547 -5.816
H -5.214 -2.365 -5.798
H -5.635 -0.169 -3.765
H -5.607 -2.005 -3.413
H -8.963 0.459 -4.026
H -7.354 1.037 -4.048
H -7.935 0.424 -2.496
As -2.146 1.009 1.942
F -3.552 -0.025 2.295
F -3.044 1.858 0.679
F -0.663 1.963 1.483
F -1.004 0.298 3.171
F -1.719 -0.341 0.755
F -2.664 2.344 3.080
As 6.191 -3.740 7.064
F 7.535 -4.611 7.858
F 6.514 -2.258 8.100
F 4.822 -2.828 6.252
F 5.686 -5.168 6.198
F 4.968 -4.307 8.305
F 7.346 -3.135 5.834
*
```

E_tot: -9289.698538 Ha
Gap between HOMO and LUMO: 8.56 eV

***

DFT (the ωB97M-V functional and the def2-TZVPD basis) results for a cluster of 3 separate species, C14H22ClN2O3P in total.

Structure (ORCA input):
```
! RIJCOSX wB97M-V def2-TZVPD def2/J DEFGRID3
* xyz 0 1
C 6.036 -1.649 0.628
C 5.201 -2.380 -0.443
C 3.722 -2.394 -0.182
C 3.046 -3.562 -0.001
C 1.656 -3.575 0.233
C 0.921 -2.423 0.302
P -0.858 -2.754 0.634
O -1.588 -1.301 0.486
Cl -0.864 -2.774 2.709
C 1.591 -1.183 0.096
N 0.889 -0.019 0.098
C 1.562 1.074 -0.105
C 2.959 1.077 -0.336
N 3.661 -0.017 -0.368
C 2.989 -1.177 -0.146
H 5.485 -1.503 1.554
H 6.951 -2.207 0.829
H 6.341 -0.669 0.265
H 5.548 -3.407 -0.554
H 5.365 -1.889 -1.405
H 3.585 -4.501 -0.036
H 1.158 -4.531 0.367
H -1.253 -0.864 -0.312
H 1.020 2.015 -0.108
H 3.471 2.018 -0.506
C -5.468 -0.048 -1.228
C -4.039 0.245 -0.810
O -3.235 0.670 -1.912
H -5.487 -0.822 -1.997
H -6.062 -0.386 -0.378
H -5.941 0.846 -1.642
H -3.564 -0.647 -0.414
H -4.022 1.014 -0.035
H -3.632 1.480 -2.250
C -2.698 4.668 1.346
C -3.262 3.394 0.747
O -3.837 3.615 -0.541
H -3.477 5.427 1.428
H -2.284 4.483 2.338
H -1.903 5.074 0.715
H -4.061 3.001 1.374
H -2.483 2.627 0.674
H -3.141 3.955 -1.114
*
```

E_tot: -1683.469394 Ha
Gap between HOMO and LUMO: 8.17 eV
Energy relative to the best compared isomer or geometry (same formula, charge and spin): 0.0 kJ/mol
Structure (SMILES): CCc1ccc(P(O)Cl)c2nccnc12.CCO.CCO

***

DFT (the ωB97M-V functional and the def2-TZVPD basis) results for a cluster of 10 separate species, C5H29NO11 in total at a distorted geometry.

Structure (ORCA input):
```
! RIJCOSX wB97M-V def2-TZVPD def2/J DEFGRID3
* xyz 1 2
C 2.540 -1.724 -1.008
C 1.037 -1.553 -1.100
C 0.324 -2.630 -1.967
C 0.637 -4.016 -1.395
N 0.656 -0.259 -1.605
C 0.781 0.932 -0.845
O 0.324 1.930 -1.558
O 1.186 0.934 0.285
H 2.812 -2.360 -0.173
H 3.078 -0.815 -0.706
H 3.055 -2.005 -1.917
H 0.622 -1.662 -0.097
H 0.691 -2.588 -2.996
H -0.741 -2.421 -1.953
H 1.571 -4.484 -1.698
H -0.061 -4.673 -1.923
H 0.384 -4.079 -0.336
H 0.500 -0.144 -2.621
H 0.520 2.814 -1.103
H -0.659 1.394 1.108
H -1.966 2.266 1.041
O -1.168 2.075 1.561
H 1.851 3.784 0.159
H 0.479 3.635 0.741
O 0.922 3.925 -0.077
H -2.090 -0.899 -1.378
H -1.879 0.113 -2.623
O -2.500 -0.308 -2.018
H -3.692 0.807 2.826
H -2.187 0.876 2.669
O -2.895 0.270 2.946
H 2.890 -0.840 1.582
H 2.576 -0.481 3.041
O 2.404 -1.141 2.356
H -0.031 1.748 3.557
H 0.878 2.967 3.664
O 0.726 2.096 4.045
H 0.146 1.398 -4.571
H -0.543 1.578 -3.225
O -0.571 1.044 -4.031
H 0.528 -0.953 2.328
H -1.055 -0.988 2.634
O -0.345 -0.545 2.153
H -1.960 -1.749 0.330
H -2.574 -2.582 1.332
O -2.799 -2.208 0.467
*
```

E_tot: -1090.001820 Ha
⟨S²⟩: 0.7574
Gap between HOMO and LUMO (alpha / beta): 10.57 / 4.93 eV
Energy relative to the best compared isomer or geometry (same formula, charge and spin): 0.0 kJ/mol

***

DFT (the ωB97M-V functional and the def2-TZVPD basis) results for a cluster of 3 separate species, C2HN2O4 in total at a distorted geometry.

Structure (ORCA input):
```
! RIJCOSX wB97M-V def2-TZVPD def2/J DEFGRID3
* xyz -1 1
C -0.393 -1.027 0.121
C 0.754 -0.477 -0.115
N 1.286 1.880 -0.402
N 2.014 -0.715 -0.192
O 2.928 0.088 -0.279
O 1.448 2.599 0.535
O -1.509 -1.236 0.406
O -3.061 -0.214 -0.282
H -3.467 -0.898 0.208
*
```

E_tot: -487.020242 Ha
Gap between HOMO and LUMO (alpha / beta): 7.19 / 6.01 eV
Energy relative to the best compared isomer or geometry (same formula, charge and spin): 861.4 kJ/mol

***

DFT (the ωB97M-V functional and the def2-TZVPD basis) results for a structure of composition C6HO6Os at a distorted geometry.

Structure (ORCA input):
```
! RIJCOSX wB97M-V def2-TZVPD def2/J DEFGRID3
* xyz 3 5
O -3.084 -1.331 0.117
C -2.034 -0.903 0.088
Os 0.072 0.058 -0.003
O 0.864 -2.656 1.569
C 0.542 -1.709 1.011
C 0.020 1.782 -1.003
O 0.029 2.801 -1.584
C -0.351 0.888 1.777
O -0.540 1.419 2.775
C 0.298 -0.967 -1.733
O 0.485 -1.484 -2.738
H -1.286 0.768 -0.526
O 3.041 0.832 0.139
C 1.945 0.502 0.111
*
```

E_tot: -769.637463 Ha
⟨S²⟩: 6.0269
Gap between HOMO and LUMO (alpha / beta): 6.52 / 7.84 eV
Energy relative to the best compared isomer or geometry (same formula, charge and spin): 237.6 kJ/mol

***

DFT (the ωB97M-V functional and the def2-TZVPD basis) results for a structure of composition C23H31N5OS2SiSn.

Structure (ORCA input):
```
! RIJCOSX wB97M-V def2-TZVPD def2/J DEFGRID3
* xyz -2 1
Sn -0.598 -0.649 0.814
C -0.061 1.884 -1.891
N 0.094 2.405 -0.540
C 1.500 2.437 -0.174
C 1.808 2.624 1.307
N 1.727 1.407 2.075
C 1.259 1.691 3.433
C 2.828 0.510 2.011
C 4.092 0.913 1.576
C 5.185 0.049 1.548
C 5.012 -1.262 1.978
C 3.756 -1.679 2.391
C 2.630 -0.839 2.408
S 1.097 -1.492 2.926
C -0.705 3.493 -0.192
C -0.151 4.726 0.174
C -0.930 5.775 0.634
C -2.306 5.637 0.726
C -2.882 4.446 0.317
C -2.108 3.384 -0.135
S -2.142 0.707 2.016
H 0.399 2.560 -2.633
H -1.104 1.736 -2.152
H 0.428 0.910 -1.938
H 2.031 3.211 -0.760
H 1.919 1.472 -0.471
H 1.130 3.340 1.767
H 2.805 3.089 1.359
H 1.936 2.404 3.942
H 1.209 0.770 4.006
H 0.246 2.092 3.386
H 4.259 1.930 1.246
H 6.152 0.411 1.216
H 5.845 -1.959 1.979
H 3.596 -2.707 2.692
H 0.918 4.862 0.102
H -0.452 6.703 0.927
H -2.924 6.443 1.098
H -3.954 4.307 0.366
C -5.078 -5.101 -0.152
Si -3.859 -4.152 -1.228
C -4.832 -2.938 -2.284
C -3.133 -5.445 -2.397
C -2.623 -3.317 -0.256
C -1.884 -2.629 0.450
H -5.821 -5.629 -0.759
H -5.602 -4.423 0.528
H -4.547 -5.834 0.461
H -5.848 -3.288 -2.494
H -4.328 -2.758 -3.237
H -4.894 -1.978 -1.766
H -3.930 -6.054 -2.837
H -2.448 -6.110 -1.863
H -2.573 -4.975 -3.210
N 2.333 -2.836 -2.744
C 2.784 -2.123 -1.631
N 3.978 -1.446 -1.828
O 2.172 -2.083 -0.597
H 2.570 -2.446 -3.642
H 1.355 -3.066 -2.646
H 4.624 -1.814 -2.505
H 4.384 -1.099 -0.969
N -3.500 1.558 -1.287
C -2.843 2.246 -0.641
*
```

E_tot: -2544.239651 Ha
Gap between HOMO and LUMO: 4.48 eV
Energy relative to the best compared isomer or geometry (same formula, charge and spin): 214.9 kJ/mol